Record 1
Density functional theory data (ωB97M-V/def2-TZVPD) for a cluster of 5 separate species, H10O5 in total in a non-equilibrium geometry.

```
15
Properties=species:S:1:pos:R:3
O -1.052 -1.429 1.779
H -0.899 -1.882 0.902
H -1.657 -0.717 1.644
O -1.509 2.532 0.304
H -2.350 2.665 -0.027
H -1.006 3.288 -0.001
O 0.468 0.319 0.036
H 0.244 -0.201 0.827
H -0.168 1.007 -0.035
O 2.739 -2.870 0.054
H 2.490 -2.031 0.450
H 2.476 -3.444 0.729
O 0.288 0.829 -2.499
H 0.490 0.648 -1.581
H -0.548 1.293 -2.586
```

Energy above the lowest of the compared OMol25 structures with the same formula, charge and spin = 137.1 kJ/mol
2S+1 = 1
HOMO = -10.73 eV
Total charge = 0
Structure (SMILES) = O.O.O.O.O
Gap between HOMO and LUMO = 10.9 eV

Want to see where the charge sits? The Löwdin charges in e are:
1 O -0.058
2 H 0.085
3 H 0.024
4 O -0.001
5 H 0.009
6 H 0.063
7 O -0.051
8 H 0.032
9 H -0.016
10 O -0.026
11 H 0.028
12 H -0.004
13 O -0.063
14 H -0.045
15 H 0.021

=====

Record 2
Density functional theory data (ωB97M-V/def2-TZVPD) for a cluster of 2 separate species, C20H20BF4N2 in total in a non-equilibrium geometry.

```
47
Properties=species:S:1:pos:R:3
F -2.732 -1.650 1.156
C -2.310 -2.105 -0.078
C -2.178 -3.482 -0.243
C -1.574 -3.890 -1.442
F -1.432 -5.238 -1.665
C -1.120 -3.001 -2.400
C -1.268 -1.583 -2.215
C -0.622 -0.706 -3.137
C -0.952 0.646 -3.466
C -0.709 1.111 -4.804
C -0.942 2.430 -5.146
F -0.672 2.839 -6.431
C -1.439 3.380 -4.242
C -1.681 2.915 -2.951
F -2.188 3.813 -2.037
C -1.432 1.609 -2.537
C -1.987 -1.169 -1.058
H -2.568 -4.197 0.479
H -0.638 -3.343 -3.312
H 0.114 -1.175 -3.779
H -0.335 0.390 -5.527
H -1.670 4.398 -4.552
H -1.536 1.365 -1.487
H -2.244 -0.133 -0.899
C 0.149 1.281 5.196
N 1.017 0.289 4.593
C 1.429 -0.713 5.562
C 1.374 0.286 3.248
C 2.729 0.355 2.821
C 3.029 0.434 1.466
N 2.087 0.321 0.496
B 2.400 0.292 -1.078
H 1.352 -0.019 -1.686
C 0.800 0.217 0.887
C 0.410 0.238 2.212
H -0.083 2.090 4.500
H -0.783 0.818 5.540
H 0.662 1.710 6.070
H 2.021 -1.510 5.098
H 2.015 -0.237 6.360
H 0.527 -1.161 6.017
H 3.546 0.404 3.546
H 4.054 0.582 1.123
H 2.732 1.394 -1.443
H 3.230 -0.558 -1.303
H 0.064 0.114 0.100
H -0.646 0.152 2.449
```

Energy above the lowest of the compared OMol25 structures with the same formula, charge and spin = 51.6 kJ/mol
2S+1 = 1
HOMO = -10.95 eV
Total charge = +1
Gap between HOMO and LUMO = 4.5 eV

Want to see where the charge sits? The Löwdin charges in e are:
1 F 0.060
2 C -0.195
3 C 0.139
4 C -0.197
5 F 0.075
6 C 0.094
7 C -0.162
8 C 0.136
9 C -0.166
10 C 0.089
11 C -0.198
12 F 0.072
13 C 0.136
14 C -0.193
15 F 0.068
16 C 0.078
17 C 0.067
18 H 0.155
19 H 0.143
20 H 0.145
21 H 0.142
22 H 0.155
23 H 0.108
24 H 0.109
25 C -0.064
26 N -0.224
27 C -0.060
28 C -0.209
29 C 0.044
30 C -0.026
31 N -0.048
32 B -0.316
33 H 0.009
34 C -0.060
35 C 0.033
36 H 0.093
37 H 0.088
38 H 0.094
39 H 0.094
40 H 0.089
41 H 0.093
42 H 0.129
43 H 0.142
44 H 0.019
45 H 0.016
46 H 0.087
47 H 0.118

=====

Record 3
Density functional theory data (ωB97M-V/def2-TZVPD) for a structure of composition C12H30F10Li2N5O28P2S10 in a non-equilibrium geometry.

```
99
Properties=species:S:1:pos:R:3
Li -4.189 3.843 -0.409
Li -3.092 1.537 1.622
N -1.987 0.553 2.790
S -0.985 -0.861 2.511
O -0.873 -1.735 3.634
O 0.108 -0.716 1.548
F -2.117 -1.525 1.639
S -0.903 1.074 3.754
O 0.135 2.016 3.165
O -0.639 0.470 5.048
F -2.009 2.076 4.207
N -7.540 5.105 -1.621
S -7.002 3.503 -2.010
O -5.560 3.345 -1.756
O -7.603 2.728 -3.093
F -7.570 2.890 -0.660
S -7.691 5.591 -3.054
O -8.959 5.297 -3.598
O -6.656 5.476 -4.068
F -7.681 7.160 -2.792
N -2.723 2.364 -0.067
S -2.861 1.141 -1.246
O -2.616 -0.202 -0.746
O -2.532 1.548 -2.631
F -4.450 1.182 -1.241
S -1.302 2.834 -0.534
O -1.265 3.905 -1.560
O -0.128 1.928 -0.507
F -1.217 3.658 0.842
N -4.705 5.636 0.074
S -3.961 6.768 -1.056
O -2.477 6.776 -1.287
O -4.670 8.049 -1.230
F -4.387 6.052 -2.375
S -4.102 6.318 1.253
O -4.770 7.458 1.837
O -2.661 6.113 1.457
F -4.568 5.199 2.340
N -5.045 0.835 2.096
S -6.025 1.916 2.211
O -7.292 1.709 2.910
O -5.790 2.920 1.118
F -5.203 2.673 3.429
S -6.155 -0.224 1.399
O -7.003 0.346 0.313
O -6.673 -1.272 2.294
F -5.088 -0.978 0.402
C 7.209 -4.047 -0.743
C 6.315 -2.900 -0.386
O 6.844 -1.796 -1.096
P 6.044 -0.406 -1.403
O 6.268 0.157 -2.758
O 6.321 0.615 -0.143
C 6.343 0.100 1.139
C 6.039 1.235 1.967
O 4.475 -0.742 -1.164
C 3.455 -0.051 -1.948
C 3.289 1.350 -1.369
H 7.026 -4.863 -0.044
H 7.067 -4.411 -1.760
H 8.256 -3.769 -0.623
H 5.250 -3.028 -0.583
H 6.448 -2.542 0.635
H 5.544 -0.637 1.221
H 7.204 -0.544 1.316
H 6.240 1.310 3.036
H 6.792 1.968 1.676
H 5.166 1.771 1.595
H 3.496 0.018 -3.035
H 2.482 -0.533 -1.850
H 3.150 1.229 -0.294
H 4.254 1.856 -1.403
H 2.522 1.943 -1.866
C 2.901 -7.290 -2.642
C 3.130 -6.661 -1.237
O 2.542 -5.313 -1.063
P 1.794 -4.828 0.234
O 1.082 -5.933 0.944
O 0.892 -3.609 -0.271
C 0.787 -3.299 -1.618
C -0.247 -2.162 -1.899
O 3.021 -4.149 1.067
C 2.861 -3.189 2.027
C 2.143 -3.793 3.290
H 1.891 -7.690 -2.728
H 2.941 -6.429 -3.310
H 3.723 -7.982 -2.823
H 2.663 -7.106 -0.358
H 4.172 -6.627 -0.917
H 1.677 -2.810 -2.012
H 0.612 -4.236 -2.147
H -0.118 -1.285 -1.265
H -0.279 -1.958 -2.969
H -1.250 -2.469 -1.602
H 3.746 -2.719 2.455
H 2.341 -2.303 1.663
H 2.193 -3.113 4.140
H 1.123 -4.081 3.037
H 2.645 -4.729 3.537
```

<S²> = 0.7506
2S+1 = 2
HOMO (alpha / beta) = 4.31 / -2.15 eV
Total charge = -4
Gap between HOMO and LUMO (alpha / beta) = 2.2 / 8.7 eV

Want to see where the charge sits? The Löwdin charges in e are:
1 Li 0.603
2 Li 0.590
3 N -0.313
4 S 0.548
5 O -0.262
6 O -0.270
7 F -0.186
8 S 0.449
9 O -0.308
10 O -0.283
11 F -0.215
12 N -0.238
13 S 0.638
14 O -0.385
15 O -0.268
16 F -0.191
17 S 0.358
18 O -0.311
19 O -0.316
20 F -0.198
21 N -0.400
22 S 0.594
23 O -0.269
24 O -0.258
25 F -0.193
26 S 0.520
27 O -0.278
28 O -0.275
29 F -0.198
30 N -0.311
31 S 0.625
32 O -0.294
33 O -0.294
34 F -0.176
35 S 0.406
36 O -0.282
37 O -0.298
38 F -0.227
39 N -0.312
40 S 0.475
41 O -0.269
42 O -0.346
43 F -0.229
44 S 0.659
45 O -0.292
46 O -0.285
47 F -0.213
48 C -0.296
49 C -0.304
50 O -0.216
51 P 0.512
52 O -0.257
53 O -0.193
54 C -0.375
55 C -0.079
56 O -0.199
57 C -0.243
58 C -0.069
59 H 0.015
60 H 0.030
61 H 0.032
62 H 0.112
63 H 0.092
64 H 0.104
65 H 0.116
66 H 0.084
67 H 0.076
68 H 0.096
69 H 0.113
70 H 0.099
71 H 0.082
72 H 0.060
73 H 0.083
74 C -0.201
75 C -0.286
76 O -0.220
77 P 0.450
78 O -0.267
79 O -0.150
80 C -0.287
81 C -0.052
82 O -0.186
83 C -0.309
84 C -0.066
85 H 0.054
86 H 0.057
87 H -0.003
88 H 0.081
89 H 0.066
90 H 0.100
91 H 0.112
92 H 0.062
93 H 0.078
94 H 0.067
95 H 0.103
96 H 0.102
97 H 0.071
98 H 0.061
99 H 0.066

=====

Record 4
Density functional theory data (ωB97M-V/def2-TZVPD) for a cluster of 3 separate species, C6H18N2O2 in total in a non-equilibrium geometry.

```
28
Properties=species:S:1:pos:R:3
C 2.718 0.099 1.187
C 2.759 1.047 -0.129
N 1.764 0.820 -1.140
C 0.442 1.156 -0.922
C -0.598 0.869 -1.780
C -2.031 1.111 -1.501
C -2.682 -0.228 -0.865
N -2.209 -1.443 -1.647
H 3.445 -0.732 1.093
H 1.703 -0.395 1.271
H 2.666 0.646 2.177
H 3.782 1.034 -0.573
H 2.513 2.098 0.426
H 1.976 1.035 -2.130
H 0.097 1.555 0.064
H -0.417 0.777 -2.960
H -2.077 1.830 -0.734
H -2.624 1.178 -2.383
H -2.492 -0.533 0.200
H -3.712 -0.228 -1.128
H -2.175 -1.164 -2.626
H -1.338 -1.632 -1.238
O 0.219 -2.263 1.785
H -0.219 -3.122 2.034
H 1.049 -2.488 1.396
O -0.474 -0.160 3.541
H -0.467 0.546 2.888
H -0.218 -0.991 3.184
```

Energy above the lowest of the compared OMol25 structures with the same formula, charge and spin = 268.2 kJ/mol
2S+1 = 1
HOMO = -7.73 eV
Total charge = 0
Structure (SMILES) = CCN/C=C/CCN.O.O
Gap between HOMO and LUMO = 8.2 eV

Want to see where the charge sits? The Löwdin charges in e are:
1 C -0.092
2 C -0.261
3 N -0.088
4 C -0.174
5 C -0.162
6 C -0.207
7 C -0.224
8 N -0.027
9 H 0.061
10 H 0.036
11 H 0.081
12 H 0.108
13 H 0.132
14 H 0.140
15 H 0.130
16 H 0.140
17 H 0.080
18 H 0.090
19 H 0.116
20 H 0.070
21 H 0.055
22 H 0.016
23 O -0.065
24 H 0.092
25 H 0.024
26 O -0.057
27 H 0.025
28 H -0.038